Entry 1:
Entry from the OMol25 dataset: the ion C7H11N2OS with charge +1 in a non-equilibrium geometry (ωB97M-V/def2-TZVPD).

Last column: Löwdin charge in e.
Atoms and positions in Å:
S: 2.131 0.619 0.999  1.076
O: -2.183 -0.781 -0.283  0.056
N: -1.399 1.231 0.634  0.060
N: -0.408 -2.305 0.495  0.214
C: 1.410 -0.501 -1.134  -0.113
C: -0.116 -0.950 0.912  -0.210
C: 1.072 -0.478 0.176  -0.517
C: -1.340 -0.079 0.291  -0.360
C: 2.643 0.140 -1.384  -0.167
C: 3.115 0.859 -0.336  -0.400
C: -2.540 2.013 0.153  0.009
H: -0.543 1.672 0.773  0.101
H: -0.041 -0.966 1.960  0.146
H: -3.160 1.216 -0.143  0.077
H: 3.208 0.127 -2.280  0.107
H: -2.847 2.645 0.982  0.103
H: 0.855 -0.941 -1.912  0.114
H: -0.220 -3.112 1.121  0.206
H: -0.006 -2.496 -0.374  0.129
H: -1.445 -2.223 0.249  0.162
H: -2.151 2.693 -0.545  0.084
H: 3.963 1.619 -0.353  0.121

For the energy above the lowest of the compared OMol25 structures with the same formula, charge and spin, the calculation gives 0.0 kcal per mole. The orbital gap comes out at 9.670 eV. Its HOMO energy is -12.7916 eV. As for the charge: +1. The SMILES is CNC(=O)[C@@H]([NH3+])c1cccs1. The total energy comes out at -23293.211 eV.

---

Entry 2:
Entry from the OMol25 dataset: the molecule C7H8BrNO in a non-equilibrium geometry (ωB97M-V/def2-TZVPD).

Last column: Löwdin charge in e.
Atoms and positions in Å:
Br: -2.255 0.131 -0.289  0.835
O: 0.694 -2.742 -1.136  -0.044
N: 0.489 0.607 -2.094  0.117
C: -0.640 -0.199 0.670  -0.685
C: 0.309 -0.535 -1.905  -0.089
C: 0.131 1.858 -1.522  -0.217
C: 0.565 1.896 -0.027  -0.045
C: 0.159 -1.898 -1.860  -0.361
C: 0.232 0.861 0.881  -0.179
C: -0.480 -1.546 1.312  -0.108
H: 0.894 0.976 1.730  0.107
H: -0.652 -2.246 -2.695  0.162
H: -1.541 -2.009 1.515  0.115
H: -0.085 -2.154 0.455  0.051
H: 0.740 2.696 -1.944  0.121
H: -0.921 1.862 -1.776  0.062
H: 0.281 -1.449 2.045  0.070
H: 1.376 2.548 0.282  0.089

For the energy above the lowest of the compared OMol25 structures with the same formula, charge and spin, the calculation gives 0.0 kcal per mole. The orbital gap (spin up / spin down) comes out at 7.604 / 8.384 eV. Its HOMO energy (spin up / spin down) is -7.0903 / -9.7029 eV. The multiplicity is 3. The total energy comes out at -80963.237 eV.

---

Entry 3:
Entry from the OMol25 dataset: a cluster of 2 separate species, C9H13BrN2O3 in total in a non-equilibrium geometry (ωB97M-V/def2-TZVPD).

Last column: Löwdin charge in e.
Atoms and positions in Å:
Br: 3.351 -0.984 -2.569  0.771
O: 4.682 -2.105 -0.089  -0.053
O: -0.491 2.204 0.797  -0.082
O: 3.938 -4.367 -0.414  -0.002
N: -0.979 -3.699 -0.295  -0.020
N: 2.790 -2.637 -1.885  -0.442
C: 3.799 -3.071 -0.802  -0.361
C: 1.175 -1.126 -0.190  0.003
C: -1.788 2.559 0.325  -0.507
C: -0.276 -1.253 0.608  -0.035
C: -2.699 2.833 1.511  -0.065
C: -1.678 3.774 -0.582  -0.065
C: -1.294 -2.520 0.559  -0.096
C: 1.478 -2.505 -1.087  -0.213
C: 0.314 -3.643 -1.034  -0.048
H: -2.309 3.653 2.123  0.082
H: 0.544 -4.604 -1.708  0.125
H: 1.893 -0.204 -0.140  0.074
H: 4.129 -1.432 0.410  0.108
H: -1.010 3.566 -1.425  0.081
H: -2.289 -2.499 1.199  0.110
H: -2.658 4.063 -0.975  0.082
H: -3.709 3.094 1.181  0.082
H: -2.759 1.954 2.161  0.078
H: -0.586 -0.341 1.305  0.079
H: -2.173 1.707 -0.246  0.139
H: -1.252 4.628 -0.044  0.082
H: -0.141 2.954 1.306  0.095

For the energy above the lowest of the compared OMol25 structures with the same formula, charge and spin, the calculation gives 236.6 kcal per mole. The orbital gap comes out at 8.344 eV. Its HOMO energy is -9.1766 eV. The SMILES is O=C(O)N(Br)c1cccnc1.CC(C)O. The total energy comes out at -88699.324 eV.

---

Entry 4:
Entry from the OMol25 dataset: a structure of composition C26H22ClNO7RhS in a non-equilibrium geometry (ωB97M-V/def2-TZVPD).

Last column: Löwdin charge in e.
Atoms and positions in Å:
Rh: -0.564 0.016 -1.046  1.106
Cl: 6.256 -0.978 2.370  0.622
S: 2.292 0.254 -2.082  0.766
O: 0.082 -1.829 -1.943  -0.138
O: -1.918 1.529 -0.163  -0.069
O: -2.784 -2.580 4.646  -0.075
O: 0.652 -1.954 0.977  -0.072
O: 2.720 1.366 -2.934  -0.522
O: 1.044 -3.832 -1.959  0.029
O: -1.908 -1.059 0.247  -0.140
N: 1.230 0.620 -1.059  -0.529
C: 0.557 3.801 -4.574  -0.037
C: -2.680 -1.614 3.701  -0.289
C: 3.589 -0.533 2.504  -0.072
C: 1.149 -0.011 2.828  -0.016
C: -0.040 3.022 -7.169  -0.103
C: -2.945 -0.304 4.151  -0.027
C: 2.266 -0.777 2.184  -0.192
C: -2.444 0.559 1.928  -0.109
C: 2.994 -2.448 0.589  0.000
C: -0.469 1.762 -3.689  -0.130
C: 0.941 4.591 -5.644  -0.097
C: -2.404 3.098 1.477  0.004
C: -2.341 -1.845 2.394  0.046
C: -2.467 -3.902 4.262  -0.083
C: -2.216 -0.784 1.454  -0.342
C: 0.521 -2.892 -1.373  -0.626
C: -0.425 2.225 -6.105  -0.042
C: -0.125 2.601 -4.792  -0.258
C: -2.237 1.661 1.033  -0.366
C: 4.319 -2.206 0.935  -0.105
C: 1.971 -1.750 1.216  -0.246
C: 4.604 -1.259 1.895  -0.678
C: 0.293 -3.058 0.160  -0.101
C: -0.774 1.020 -2.781  -0.090
C: 0.647 4.208 -6.945  -0.114
C: -2.822 0.736 3.278  -0.037
H: 0.795 -3.964 0.502  0.129
H: -3.147 -4.267 3.487  0.095
H: -2.586 -4.509 5.156  0.089
H: -3.237 -0.152 5.181  0.109
H: -1.435 -3.977 3.909  0.097
H: 0.955 4.825 -7.780  0.091
H: 1.485 5.512 -5.472  0.095
H: -1.427 3.579 1.458  0.096
H: -0.957 1.299 -6.277  0.112
H: -0.263 2.720 -8.185  0.094
H: -0.781 -3.154 0.298  0.106
H: 1.537 0.732 3.523  0.079
H: 5.114 -2.757 0.453  0.104
H: 0.465 -0.682 3.353  0.086
H: 2.773 -3.169 -0.186  0.110
H: -2.842 3.216 2.462  0.055
H: 0.572 0.498 2.053  0.073
H: -2.158 -2.846 2.029  0.102
H: -3.026 1.730 3.648  0.096
H: 3.835 0.224 3.237  0.107
H: -3.036 3.594 0.741  0.091
H: 0.798 4.092 -3.561  0.116

For the energy above the lowest of the compared OMol25 structures with the same formula, charge and spin, the calculation gives 56.5 kcal per mole. The orbital gap comes out at 6.906 eV. Its HOMO energy is -5.2367 eV. As for the charge: -1. The total energy comes out at -69505.571 eV.

---

Entry 5:
Entry from the OMol25 dataset: a structure of composition C4H3CaLi2O2 in a non-equilibrium geometry (ωB97M-V/def2-TZVPD).

Last column: Löwdin charge in e.
Atoms and positions in Å:
Ca: -2.043 0.038 -0.846  1.139
O: -2.827 0.177 0.895  -0.499
O: 2.165 0.548 -1.443  -0.297
C: -0.464 0.711 1.248  -0.043
C: 0.342 0.261 0.080  -0.367
C: 1.220 0.987 -0.700  -0.400
C: -1.596 0.004 1.553  -0.368
Li: 0.357 -2.323 -0.625  0.219
Li: 2.983 -0.947 -1.854  0.475
H: 1.220 2.063 -0.380  0.128
H: 0.280 -0.783 -0.292  -0.095
H: -1.637 -0.736 2.364  0.106

For the energy above the lowest of the compared OMol25 structures with the same formula, charge and spin, the calculation gives 53.8 kcal per mole. The orbital gap (spin up / spin down) comes out at 3.817 / 6.157 eV. Its HOMO energy (spin up / spin down) is -4.3325 / -6.6322 eV. The multiplicity is 2. The total energy comes out at -27133.905 eV.

---

Entry 6:
Entry from the OMol25 dataset: the ion C5H10O2 with charge -2 (ωB97M-V/def2-TZVPD).

Last column: Löwdin charge in e.
Atoms and positions in Å:
O: -3.269 -1.865 -0.096  -0.435
O: 3.489 1.335 -0.391  -0.412
C: 2.249 1.302 0.113  -0.607
C: -0.024 0.087 0.208  -0.278
C: 1.276 0.282 -0.562  -0.247
C: -2.303 -1.110 0.487  -0.583
C: -1.185 -0.620 -0.462  -0.260
H: -0.879 -1.485 -1.048  0.087
H: -1.609 0.026 -1.241  0.093
H: 1.833 -0.665 -0.622  0.093
H: -2.731 -0.183 0.962  0.072
H: 0.267 -0.437 1.128  0.095
H: -0.423 1.047 0.558  0.096
H: 1.664 2.270 0.056  0.068
H: -1.762 -1.665 1.282  0.066
H: 2.243 1.058 1.214  0.069
H: 1.164 0.621 -1.586  0.084

For the energy above the lowest of the compared OMol25 structures with the same formula, charge and spin, the calculation gives 0.0 kcal per mole. The orbital gap comes out at 6.681 eV. Its HOMO energy is 0.5035 eV. As for the charge: -2. The SMILES is [O-]CCCCC[O-]. The total energy comes out at -9438.622 eV.